# 1
Here is a structure of composition C22H36BrF6N4O3Tc in a non-equilibrium geometry from the OMol25 dataset. Energies are from the ωB97M-V functional and the def2-TZVPD basis.

HOMO energy (alpha / beta) ... -0.66742 / -0.67325 hartree
Expectation value of S² ... 3.840
ΔE to the lowest compared entry with this formula, charge and spin ... 96.6 kJ/mol

Geometry as ORCA input:
```
! RIJCOSX wB97M-V def2-TZVPD def2/J DEFGRID3
* xyz 3 4
Tc 2.20891 -1.18006 1.15601
N 2.00331 0.87984 1.96081
C 2.24461 0.98504 3.42271
C 3.10921 -0.19206 3.85751
N 2.56671 -1.43826 3.27301
C 1.32921 -1.93706 3.92661
C 0.06161 -1.44396 3.23151
N 0.22461 -1.61806 1.77691
H 1.06791 1.23164 1.73901
H 2.65561 1.51084 1.49561
H 2.74861 1.91994 3.67421
H 1.30101 0.97364 3.96611
H 4.13511 -0.05986 3.50241
H 3.14791 -0.25986 4.94961
H 3.27931 -2.15366 3.44751
H 1.33401 -3.02606 3.88431
H 1.31651 -1.64936 4.98001
H -0.78569 -2.02156 3.61531
H -0.12499 -0.39056 3.44571
H 0.04111 -2.59856 1.54031
H -0.49379 -1.07356 1.29501
C -3.83479 1.67054 -4.74109
C -2.38319 2.16964 -4.61099
C -1.58589 1.59704 -5.79809
C -2.37089 3.70264 -4.78299
C -1.83269 1.79494 -3.26789
C -0.72179 0.93824 -3.09789
C -0.26859 0.64074 -1.84699
Br 1.24431 -0.54026 -1.55399
C -0.85959 1.16064 -0.62779
O -0.37699 0.83334 0.46851
C -2.01399 2.03274 -0.81999
C -2.42649 2.30304 -2.09679
C -2.76219 2.59204 0.38431
C -2.72349 4.13474 0.30121
C -4.21109 2.07334 0.31011
C -2.18689 2.20084 1.73681
H -4.23739 1.97504 -5.70479
H -4.46919 2.09824 -3.96539
H -3.89639 0.58774 -4.66219
H -2.01849 1.91634 -6.74679
H -1.62049 0.50744 -5.78989
H -0.55879 1.95804 -5.77709
H -2.77589 3.96614 -5.75719
H -1.36449 4.10314 -4.70219
H -2.99409 4.18414 -4.03069
H -0.22589 0.52124 -3.96469
H -3.27859 2.96094 -2.22869
H -3.22219 4.49474 -0.59459
H -1.70389 4.51574 0.30061
H -3.23459 4.54054 1.17201
H -4.73269 2.48894 -0.54759
H -4.74359 2.36754 1.21051
H -4.24819 0.98864 0.23681
H -1.20099 2.63884 1.88241
H -2.14849 1.11714 1.83981
H -2.82679 2.56824 2.53891
O 4.94191 -0.51946 0.52411
N 3.86851 -0.80346 0.74801
C 2.50441 -5.14796 -0.57999
C 2.81921 -4.28156 0.65181
O 2.09841 -3.12876 0.69611
C 4.33451 -3.95776 0.69231
F 4.59531 -3.15776 1.76361
F 4.63981 -3.21146 -0.37489
F 5.11621 -5.00286 0.75181
C 2.42231 -5.09906 1.92951
F 1.08801 -5.09186 2.03031
F 2.85221 -6.33166 1.94771
F 2.86891 -4.46386 3.03401
H 2.81881 -4.62906 -1.48159
H 1.43481 -5.34286 -0.62709
H 3.04131 -6.09196 -0.51189
*
```

# 2
Here is a structure of composition C22H36CaN4O2S3SbSe4 from the OMol25 dataset. Energies are from the ωB97M-V functional and the def2-TZVPD basis.

HOMO energy ... -0.17127 hartree
ΔE to the lowest compared entry with this formula, charge and spin ... 335.0 kJ/mol

Geometry as ORCA input:
```
! RIJCOSX wB97M-V def2-TZVPD def2/J DEFGRID3
* xyz -1 1
Ca 0.06484 -0.22378 0.48808
C -4.55340 0.92254 0.27348
C -3.45861 -0.08619 0.09130
O -1.64350 1.47389 0.31020
C -3.49121 -1.27489 0.70345
C -2.54426 -2.39409 0.74447
C -3.06624 -3.75294 1.11999
N -1.30598 -2.19613 0.49341
N -0.42052 -3.24088 0.47224
C 0.70185 -2.98166 1.09666
O 0.94706 -1.97736 1.84579
C 1.82869 -3.93987 0.83584
C 3.11717 -3.56384 1.20755
C 4.20696 -4.36077 0.88910
C 4.01244 -5.55810 0.21304
C 2.72828 -5.94590 -0.14649
C 1.64221 -5.13780 0.15316
H -4.11246 1.86833 0.58879
H -5.26945 0.59419 1.02679
H -5.09355 1.08304 -0.66467
H -4.38364 -1.44846 1.30216
H -4.15439 -3.77792 1.10390
H -2.71462 -4.02843 2.11681
H -2.66292 -4.49673 0.43202
H 3.25467 -2.62245 1.72364
H 5.20588 -4.03168 1.14698
H 4.86005 -6.17937 -0.04866
H 2.57531 -6.87461 -0.68322
H 0.64165 -5.41243 -0.15232
C 0.58368 1.52656 -3.58793
C 1.00053 0.06502 -3.68034
S 0.03219 -1.13975 -2.73829
C -1.65974 -0.92332 -3.42310
C -2.75048 -0.73539 -2.36806
S -2.11802 0.46713 -0.95433
C -2.36524 1.90939 -2.04456
C -1.21276 2.89602 -1.92062
S 0.45326 2.18816 -1.89901
H -0.38217 1.69115 -4.06808
H 1.31933 2.11731 -4.13710
H 2.01435 -0.07070 -3.29742
H 1.01864 -0.23121 -4.73157
H -1.86578 -1.81342 -4.01942
H -1.61993 -0.08698 -4.12426
H -2.92377 -1.68714 -1.86404
H -3.68868 -0.43290 -2.84992
H -3.29930 2.39398 -1.75300
H -2.48150 1.53907 -3.06179
H -1.28743 3.40424 -0.96372
H -1.27262 3.63634 -2.72361
Se 4.08519 1.52115 -1.52150
Sb 5.16846 -0.82490 -1.29681
Se 5.04139 -2.07756 -3.30923
Se 6.76815 -0.89461 0.45204
Se 2.83315 -0.18337 -0.41563
C -0.73551 4.30107 3.50834
C 0.48845 3.74922 2.78240
C 0.72513 4.56223 1.50176
C 1.71318 3.82245 3.68951
N 0.16675 2.34134 2.50247
N 1.18184 1.61645 1.79793
H -0.58805 5.35116 3.76699
H -0.91879 3.73065 4.41948
H -1.61934 4.22177 2.87097
H 0.91301 5.61048 1.74327
H -0.15337 4.50461 0.85595
H 1.58896 4.20664 0.93493
H 1.87732 4.84969 4.01976
H 2.61577 3.49303 3.17137
H 1.56650 3.19039 4.56716
H -0.65623 2.29782 1.89275
H 1.85500 1.25547 2.46437
H 1.67620 2.20555 1.12840
*
```

# 3
Here is a cluster of 10 separate species, C22H36Cl18NO in total in a non-equilibrium geometry from the OMol25 dataset. Energies are from the ωB97M-V functional and the def2-TZVPD basis.

HOMO energy ... -0.07801 hartree

Geometry as ORCA input:
```
! RIJCOSX wB97M-V def2-TZVPD def2/J DEFGRID3
* xyz -1 1
C 5.18084 2.28692 1.18587
C 4.46036 0.84464 1.37485
C 4.77187 0.08268 2.70503
C 4.17050 -1.31900 2.96923
C 3.21140 -1.94897 1.89482
C 2.86422 -1.16879 0.57545
C 1.83198 -1.81825 -0.49812
C 0.59510 -2.51184 0.25490
C -0.15355 -1.43891 1.23496
C -0.93467 -0.30109 0.42987
O -1.47961 -0.63470 -0.67828
N -1.04785 1.11276 0.81473
C -0.18189 1.99645 -0.01670
C -0.87303 1.33754 2.27737
C 3.50903 0.21721 0.31091
H 6.30933 2.08273 1.04627
H 5.01905 2.90810 2.14400
H 4.74039 2.81363 0.28148
H 5.44866 0.56315 3.48365
H 4.40742 -1.88645 3.92720
H 2.76611 -2.98122 2.09463
H 2.37566 -2.51550 -1.21956
H 1.39403 -0.96137 -1.14246
H 0.97827 -3.33231 0.97673
H -0.95886 -2.06356 1.77946
H 0.56277 -1.05406 2.04175
H -0.36214 1.68680 -1.11170
H 0.91851 1.89760 0.28198
H -0.48384 3.09053 0.09029
H 0.20127 1.70462 2.48500
H -1.19803 0.46868 2.93680
H -1.55454 2.23569 2.54999
H 3.31953 0.82542 -0.63020
C 9.18753 1.97699 2.10909
Cl 7.70101 1.03376 2.28161
Cl 9.05310 3.23316 0.86364
H 9.41214 2.45407 3.06195
H 9.99678 1.30158 1.83526
C -3.81409 -2.73860 0.99258
Cl -5.41110 -3.50296 1.00370
Cl -3.28473 -2.33257 2.62626
H -3.09407 -3.42606 0.55144
H -3.86189 -1.82620 0.39994
C -8.24905 -1.89888 2.65739
Cl -9.84698 -2.65616 2.67210
Cl -7.71854 -1.49342 4.29436
H -7.53314 -2.58997 2.21604
H -8.29520 -0.98676 2.06436
C -2.01594 -2.38016 -3.18331
Cl -2.67758 -3.71789 -2.23843
Cl -2.58199 -2.44353 -4.86043
H -2.33368 -1.43982 -2.73645
H -0.92892 -2.44372 -3.17275
C -5.84068 1.63653 5.85193
Cl -4.92088 2.54783 4.64933
Cl -6.89190 2.70182 6.79423
H -6.45443 0.89507 5.34102
H -5.14561 1.13851 6.52622
C 6.45020 5.41199 -1.46967
Cl 7.07792 3.84167 -1.99401
Cl 4.76777 5.29934 -0.94230
H 7.05681 5.77623 -0.64160
H 6.50870 6.10962 -2.30382
C -2.19016 -6.71609 -4.56881
Cl -1.92160 -6.71495 -6.31726
Cl -1.25144 -7.98971 -3.78019
H -1.88859 -5.75082 -4.16320
H -3.24815 -6.88351 -4.37328
C -0.79344 6.06276 -1.57817
Cl -0.37798 4.58016 -2.44701
Cl -0.64184 5.84878 0.16999
H -0.12118 6.85841 -1.89569
H -1.82185 6.33333 -1.81291
C -4.42267 -1.55349 -8.15717
Cl -5.24476 -0.09347 -8.72231
Cl -2.93020 -1.83778 -9.06028
H -4.18062 -1.43724 -7.10167
H -5.08537 -2.40695 -8.29190
*
```

# 4
Here is a structure of composition C22H36CoN6 from the OMol25 dataset. Energies are from the ωB97M-V functional and the def2-TZVPD basis.

HOMO energy (alpha / beta) ... -0.59590 / -0.63016 hartree
Expectation value of S² ... 6.056
ΔE to the lowest compared entry with this formula, charge and spin ... 22.6 kJ/mol

Geometry as ORCA input:
```
! RIJCOSX wB97M-V def2-TZVPD def2/J DEFGRID3
* xyz 3 5
Co 0.13852 -0.56746 0.51311
C 3.08562 -0.49966 0.94341
N 2.21432 -0.26386 -0.22479
C 2.64582 -1.15096 -1.31229
C 2.31382 1.13414 -0.59419
C 3.36512 1.60344 -1.35949
C 3.48142 2.95494 -1.65519
C 2.50002 3.83214 -1.21479
C 1.45532 3.38744 -0.43359
C 1.34522 2.03374 -0.04629
N 0.43372 1.46234 0.78811
C -0.35818 2.01064 1.74931
C -0.71628 3.36634 1.92341
C -1.54678 3.76694 2.94781
C -2.04198 2.84724 3.86281
C -1.70368 1.50414 3.73261
C -0.89068 1.08084 2.69961
N -0.44028 -0.29326 2.61261
C -1.45998 -1.25956 3.04361
C 0.74872 -0.44086 3.46981
H 4.13862 -0.36836 0.66731
H 2.95882 -1.51536 1.31651
H 2.86632 0.22264 1.72531
H 3.73292 -1.13926 -1.43739
H 2.18702 -0.84726 -2.25069
H 2.37142 -2.17916 -1.08449
H 4.12862 0.92994 -1.71419
H 4.32562 3.31214 -2.22199
H 2.55632 4.87604 -1.47529
H 0.71072 4.10324 -0.14589
H -0.36628 4.12504 1.25161
H -1.80558 4.81074 3.04081
H -2.67058 3.16774 4.67941
H -2.06468 0.80594 4.47001
H -1.54578 -1.29846 4.13391
H -1.18298 -2.26346 2.71911
H -2.43918 -1.00046 2.64241
H 0.47232 -0.35546 4.52621
H 1.46422 0.35234 3.26331
H 1.20752 -1.41646 3.31901
N -0.47948 -0.85946 -4.36189
C -0.82488 -1.14576 -2.92649
C -2.25388 -0.67996 -2.66899
C -2.67918 -0.99636 -1.23319
N -1.89598 -0.18816 -0.27329
C -2.55208 -2.49516 -0.96469
C -1.15658 -3.04706 -1.25259
N -0.21808 -2.64036 -0.18049
C -0.67868 -2.63986 -2.65699
H -0.59598 0.13944 -4.58579
H -1.10598 -1.38586 -4.99019
H 0.48552 -1.13216 -4.59579
H -0.13398 -0.57996 -2.28699
H -2.94458 -1.19026 -3.34009
H -2.34328 0.39384 -2.83679
H -3.74118 -0.73466 -1.13699
H -2.39238 -0.22166 0.61731
H -1.94648 0.78794 -0.56639
H -3.27308 -3.01776 -1.59439
H -2.81518 -2.71966 0.06871
H -1.22368 -4.14346 -1.26209
H 0.67022 -3.11226 -0.34699
H -0.58218 -3.07466 0.66831
H -1.29208 -3.19326 -3.37179
H 0.35822 -2.95396 -2.79229
*
```